{
  "formula": "C32H34AlClF17N3NaO8",
  "method": "ωB97M-V with the def2-TZVPD basis set",
  "e_above_lowest_kcal_mol": 62.25,
  "charge": 1,
  "homo_lumo_gap_ev": 1.150,
  "homo_ev": -9.04,
  "spin_multiplicity": 1,
  "species": ["C", "C", "O", "C", "C", "N", "C", "C", "C", "N", "C", "C", "C", "F", "F", "C", "F", "F", "C", "F", "F", "C", "F", "F", "F", "C", "C", "C", "F", "F", "C", "C", "C", "C", "C", "C", "F", "F", "F", "C", "O", "H", "H", "H", "H", "H", "H", "H", "H", "H", "H", "H", "H", "H", "H", "H", "H", "H", "H", "H", "C", "C", "C", "C", "N", "H", "H", "H", "H", "H", "H", "H", "C", "O", "O", "O", "H", "Cl", "Al", "O", "H", "C", "C", "O", "C", "O", "C", "F", "F", "F", "H", "H", "H", "H", "H", "H", "Na"],
  "xyz": [[-3.929584, 3.156040, -1.235061], [-3.066145, 2.731334, 0.021182], [-1.674556, 3.101730, -0.142953], [-0.974273, 2.317815, 0.832609], [0.279461, 3.149212, 1.315352], [1.070335, 2.394502, 2.380130], [0.156566, 2.126324, 3.571189], [-0.877359, 3.076217, 3.980009], [-1.698162, 2.746685, 5.123032], [-1.609885, 1.647370, 5.899666], [-0.657603, 0.778357, 5.507297], [0.250258, 0.924552, 4.382646], [2.236975, 3.166083, 2.916525], [2.211675, 4.468173, 2.475133], [2.136029, 3.307178, 4.275780], [3.697983, 2.667672, 2.625874], [4.485680, 3.751116, 2.969096], [3.997660, 2.511535, 1.286520], [4.274967, 1.464340, 3.470217], [3.394124, 0.820325, 4.291514], [5.269950, 1.927210, 4.294816], [5.010142, 0.351045, 2.590755], [6.148675, 0.827217, 2.046554], [4.193440, -0.249803, 1.697720], [5.410008, -0.598298, 3.490766], [1.371019, 1.078196, 1.719082], [0.066575, 0.333850, 1.207597], [0.492107, -1.019674, 0.503933], [-0.555608, -1.442808, -0.319645], [1.544982, -0.753749, -0.375482], [0.923236, -2.087716, 1.520970], [2.113652, -2.861677, 1.200506], [2.601173, -3.852471, 2.125256], [1.921757, -4.096228, 3.382961], [0.718002, -3.322802, 3.638786], [-0.065204, -3.588378, 4.961024], [-1.424429, -3.688328, 4.618191], [0.140365, -2.647614, 5.901362], [0.301449, -4.846477, 5.382689], [0.195031, -2.327084, 2.747040], [-0.591977, 1.107252, 0.175116], [-3.217847, 3.473723, -2.059909], [-4.640129, 3.951234, -0.913236], [-4.546942, 2.259249, -1.542333], [-3.474025, 3.215406, 0.949508], [-3.190995, 1.617167, 0.125864], [-1.709886, 2.105961, 1.645589], [-0.110253, 4.128557, 1.652982], [0.976393, 3.280425, 0.448122], [-1.044575, 4.036221, 3.458096], [-2.489665, 3.486554, 5.389757], [-0.553939, -0.155187, 6.105248], [0.965075, 0.110997, 4.160900], [1.923798, 0.337481, 2.333185], [1.908205, 1.317995, 0.761672], [-0.634497, 0.049959, 2.026191], [2.678529, -2.717720, 0.256840], [3.523169, -4.414551, 1.885977], [2.309356, -4.838533, 4.109484], [-0.723130, -1.736610, 2.962322], [1.584195, 0.915891, -2.919835], [1.861684, 2.028071, -3.924287], [2.732849, 3.148285, -3.348299], [2.056205, 3.777799, -2.186306], [1.535321, 4.266439, -1.287619], [1.024359, 1.283520, -2.055663], [0.986535, 0.127062, -3.380798], [2.514907, 0.469621, -2.561647], [0.909397, 2.441475, -4.269646], [2.362068, 1.603165, -4.796808], [2.913840, 3.911664, -4.107013], [3.699570, 2.756151, -3.025557], [2.460779, -5.572085, -1.630550], [2.036717, -4.669090, -0.823430], [2.090105, -5.286906, -2.939487], [3.096576, -6.586606, -1.432393], [1.638421, -4.459968, -2.707268], [-2.477397, -1.651343, 4.481055], [-2.964948, 1.844657, -3.142761], [-2.223472, -5.246418, 6.855070], [-1.374296, -5.276147, 6.400285], [-3.741366, -0.929982, -8.823699], [-4.067648, -2.362137, -8.436441], [-3.742123, -2.690431, -7.090618], [-4.644280, -2.300498, -6.023779], [-5.874461, -2.675709, -6.270730], [-4.534710, -0.784720, -5.643957], [-3.239936, -0.345352, -5.713487], [-4.908726, -0.573908, -4.353804], [-5.259133, 0.056769, -6.392627], [-2.790125, -0.610541, -8.391768], [-3.688686, -0.835395, -9.911226], [-4.513793, -0.241256, -8.484583], [-3.435334, -3.016290, -9.045144], [-5.098984, -2.621219, -8.689611], [-4.144388, -2.777948, -5.155508], [-0.216856, -5.173169, -0.982074]],
  "forces_ev_per_a": [[0.26, -0.14, 1.26], [-0.92, -0.22, -0.39], [-0.30, -1.07, 1.07], [0.04, 0.51, -0.93], [-0.61, 0.30, -1.39], [-2.24, -0.65, 1.14], [-2.63, -0.68, 3.16], [0.93, -1.61, 0.30], [0.32, 0.71, -0.87], [1.34, 0.34, -1.79], [0.80, -0.38, -0.53], [-0.81, 1.72, -0.46], [1.37, 2.67, 1.13], [-0.62, -1.82, -0.31], [0.26, -0.80, -1.51], [2.22, 1.53, -0.32], [-1.20, -1.09, 0.00], [-1.26, -0.45, 1.24], [1.77, -0.96, 0.79], [-0.08, 0.76, -1.15], [-1.25, -0.21, -0.98], [1.06, -1.00, 1.32], [-1.66, -0.21, -0.10], [0.76, 0.84, 0.44], [-0.70, 0.82, -0.98], [0.05, -1.51, -1.97], [0.21, -0.68, -1.04], [0.43, 0.03, 0.27], [0.81, 0.39, 0.95], [-1.02, -0.06, 0.80], [1.12, -1.27, 0.26], [-0.57, -0.15, 1.49], [-1.17, 0.72, 0.86], [-0.68, 1.74, -1.84], [0.37, 0.15, 0.02], [0.24, -0.70, -2.56], [2.10, -0.98, 1.43], [-0.49, -1.31, -0.49], [-0.48, 1.48, 0.59], [1.77, -0.50, -1.00], [0.33, 0.62, 2.06], [-1.04, 0.71, 1.19], [0.60, -0.33, -0.84], [0.34, 0.92, 0.12], [0.30, -0.41, -0.89], [0.46, 0.97, 0.09], [0.92, -0.02, -0.18], [0.70, -0.65, 0.01], [-0.75, 0.16, 0.75], [0.10, -0.73, 0.50], [0.74, -0.71, -0.15], [-0.16, 0.89, -0.53], [-0.57, 0.60, 0.33], [-0.17, 0.94, -0.16], [-0.11, -0.27, 1.14], [0.38, 0.46, -0.51], [-0.69, -0.07, 0.87], [-0.79, 0.38, 0.06], [-0.44, 0.66, -0.64], [0.73, -0.87, 0.14], [-0.02, 0.03, -0.05], [-0.15, -0.33, 0.04], [-0.46, 0.12, 0.19], [0.61, -0.13, -0.58], [-0.07, -0.07, 0.00], [0.05, 0.02, 0.01], [0.09, -0.02, 0.04], [-0.08, -0.02, 0.00], [0.12, 0.10, -0.08], [0.02, 0.15, 0.02], [0.03, 0.07, 0.15], [-0.05, 0.07, 0.07], [1.07, -1.08, -0.13], [-0.99, -0.06, 0.43], [-0.73, 0.46, 0.23], [-0.23, 0.35, 0.30], [0.21, 0.27, -1.10], [-0.99, 1.41, -0.07], [0.43, -1.24, -1.08], [-0.43, 0.33, -0.05], [0.34, -0.23, -0.08], [-0.26, 0.29, 0.04], [0.20, -0.22, -0.34], [0.51, 0.83, 0.66], [-0.74, -1.18, -1.75], [0.32, 0.77, 0.96], [0.18, 0.17, -0.81], [-0.14, 0.14, 0.29], [0.02, 0.05, 0.16], [0.09, -0.22, 0.41], [0.02, -0.11, -0.10], [0.05, -0.07, 0.06], [0.06, 0.02, -0.06], [-0.04, -0.09, 0.24], [-0.06, 0.08, 0.30], [-0.06, -0.19, 0.28], [0.63, -0.02, 0.14]]
}